A 15-piece molecular cluster, C62H152N8O26 overall. Source: the OMol25 dataset; level of theory: ωB97M-V with the def2-TZVPD basis set.

XYZ file:
```
248
Properties=species:S:1:pos:R:3:forces:R:3
O -2.51643 -2.68064 -2.69828 1.316 0.967 -1.817
H -1.99206 -2.51953 -1.91045 2.021 0.026 2.162
H -2.82572 -3.58651 -2.77143 -0.160 -2.334 0.020
H -3.27827 -2.10647 -2.59090 -2.305 0.805 0.105
O 3.21253 1.04339 3.76234 1.971 1.190 2.317
H 4.10001 0.67743 3.76920 0.603 -0.109 0.144
H 2.60859 0.30754 3.63832 -2.321 -2.042 -1.150
H 3.12960 1.60908 2.99116 -0.787 0.433 -1.884
C 1.08157 0.44396 -0.55393 2.701 1.319 4.080
C 0.15136 -0.46790 -0.92518 -1.559 -0.085 -4.494
C -0.38128 -1.55468 0.00021 -1.282 -2.665 -0.413
O -1.20660 -2.48431 -0.38212 0.764 2.023 -0.828
C 0.11963 -1.67922 1.27855 1.638 2.017 0.663
C 1.08979 -0.72022 1.75194 -1.561 -0.331 -2.143
C 1.58604 0.46375 0.81039 -0.667 0.086 -0.498
O 2.33090 1.32505 1.37783 -0.626 -0.779 -1.030
O 1.56133 -0.73864 2.88595 1.180 0.166 1.651
O -0.22443 -0.37000 -2.17216 -0.293 -1.412 2.519
H 1.45377 1.16662 -1.26500 -0.133 0.028 -0.016
H -0.23048 -2.50326 1.88253 0.131 0.037 0.199
C -6.83161 -6.04961 -2.25935 -0.569 0.244 -0.037
O -5.45062 -6.22749 -2.15069 1.206 0.673 0.036
C -4.76457 -5.28584 -1.29552 -0.416 -0.968 0.848
C -3.31294 -5.67012 -1.16751 -0.130 -0.330 -1.421
N -2.65001 -5.35964 -2.46046 1.325 0.462 0.636
C -1.18867 -5.63699 -2.46118 0.372 -1.000 -0.050
C -0.87400 -7.03512 -1.92008 0.559 -0.827 -0.268
O 0.43983 -7.49313 -2.27681 0.098 1.376 -0.297
C 0.73192 -8.72700 -1.71117 -0.396 -0.826 0.883
H -7.07747 -5.00859 -2.46897 -0.120 0.211 0.111
H -7.37194 -6.39487 -1.37790 0.067 0.193 0.405
H -7.25183 -6.63650 -3.07610 0.495 -0.118 -0.194
H -5.18988 -5.33319 -0.29304 -0.331 -0.124 0.218
H -4.79912 -4.22926 -1.56115 -0.434 0.025 -0.794
H -3.21620 -6.73684 -0.96538 -0.205 -0.097 0.292
H -2.85943 -5.12363 -0.34060 0.153 0.237 -0.331
H -2.99037 -5.94397 -3.21067 -0.673 -0.110 0.147
H -0.56496 -4.97528 -1.86016 -0.496 0.657 -0.072
H -0.85440 -5.59005 -3.49759 0.103 0.163 0.009
H -1.54234 -7.79918 -2.31711 -0.598 0.028 -0.092
H -0.97986 -7.03812 -0.83523 0.073 -0.076 0.269
H 0.63309 -8.70120 -0.62596 -0.063 0.153 0.345
H 1.73733 -9.10832 -1.88960 0.063 0.580 -0.536
H 0.02491 -9.48743 -2.04279 -0.148 -0.231 -0.244
C -2.37473 -2.15876 4.47311 0.177 0.557 -0.137
O -3.00577 -0.92792 4.83898 -0.097 -0.913 0.148
C -3.87295 -1.01824 5.97842 0.283 1.184 -0.472
C -5.12326 -0.19188 5.66967 -1.342 -0.698 0.811
N -5.95069 -0.04276 6.90606 -0.115 -0.468 -0.550
C -7.19898 0.72952 6.79389 0.501 0.169 -0.527
C -8.20593 0.21725 5.75368 1.477 1.034 0.817
O -7.74192 0.50500 4.42290 -0.309 -0.096 1.968
C -8.57362 -0.04393 3.46527 -0.192 0.077 -1.217
H -1.88891 -2.65457 5.31351 -0.030 0.089 0.163
H -1.60500 -1.91774 3.73995 0.035 0.145 0.086
H -3.04489 -2.86902 3.98887 -0.450 0.000 0.095
H -3.37078 -0.54743 6.82356 0.273 -0.034 0.263
H -4.08479 -2.04832 6.26504 -0.272 -0.038 -0.221
H -5.72720 -0.75202 4.95580 0.007 0.008 -0.039
H -4.94797 0.77268 5.19324 0.629 0.131 -0.006
H -5.39048 0.34697 7.65063 0.082 0.070 0.025
H -6.99797 1.78383 6.60381 0.063 0.347 -0.357
H -7.71890 0.73453 7.75189 0.082 -0.339 0.158
H -9.10558 0.79866 5.95540 -0.423 -0.277 -0.228
H -8.32282 -0.83062 6.03012 -0.325 -0.387 -0.797
H -9.64670 0.03936 3.63749 -0.159 0.092 0.592
H -8.33592 -1.09722 3.31636 -0.024 -0.163 -0.297
H -8.40330 0.55938 2.57358 0.140 -0.441 -0.354
C 9.66148 8.04151 -0.86106 -0.665 0.603 -0.569
O 8.25346 8.12455 -0.58109 0.798 -0.275 0.316
C 7.95457 8.73185 0.67050 -1.155 0.157 -0.312
C 6.43085 8.78385 0.88457 0.547 -1.032 -0.225
N 5.90953 7.43577 1.12581 0.288 0.235 0.899
C 4.47064 7.31396 1.17677 0.077 -1.413 -0.438
C 4.06607 5.79645 1.24693 0.719 0.895 -1.215
O 4.54679 5.12386 0.03485 -1.158 -0.191 0.962
C 4.08380 3.75491 -0.09270 0.931 0.636 0.655
H 10.15438 8.99371 -0.66493 0.100 0.069 0.654
H 9.79833 7.96573 -1.93977 -0.385 -0.457 -0.070
H 10.16995 7.20275 -0.38562 -0.131 0.055 0.292
H 8.33711 9.75250 0.67549 0.194 0.158 0.074
H 8.31106 8.19618 1.55032 0.597 -0.293 -0.142
H 5.91747 9.24556 0.04115 0.027 0.348 -0.221
H 6.29928 9.39080 1.78034 -0.296 0.089 0.054
H 6.27553 6.74344 0.48798 0.091 0.218 -0.287
H 4.03444 7.77198 0.28905 -0.420 -0.129 -0.394
H 4.00116 7.83060 2.01390 0.322 -0.019 0.390
H 2.98086 5.78724 1.34865 -0.225 -0.415 -0.257
H 4.51575 5.30829 2.11156 0.092 0.046 0.192
H 3.00247 3.62897 -0.03822 -0.104 0.293 -0.514
H 4.45425 3.11888 0.71124 0.217 0.128 0.518
H 4.57639 3.33683 -0.97057 -0.519 0.266 -0.308
C 1.24151 8.50033 4.59920 0.272 -0.989 -0.139
O 2.11983 7.43933 5.05377 -0.792 2.049 -0.727
C 1.55929 6.57463 6.00391 0.799 -1.915 -0.766
C 0.86847 5.37978 5.25006 -0.913 1.025 2.433
N 1.76896 4.56281 4.51647 0.582 -0.488 -1.287
C 1.15853 3.95506 3.29404 -0.728 -0.580 1.879
C 0.13089 2.82428 3.58173 -1.356 0.740 -0.003
O -1.07458 3.24775 4.31066 2.042 0.454 0.051
C -1.99372 2.21457 4.51288 -0.530 0.103 -0.228
H 0.44637 8.14045 3.94626 -0.172 -0.420 0.021
H 1.81328 9.17424 3.96122 0.211 0.127 0.490
H 0.75516 8.98013 5.44853 0.259 0.306 0.040
H 0.92578 6.99631 6.78427 -0.391 0.488 -0.395
H 2.47135 6.27424 6.51968 -0.174 -0.732 0.307
H 0.06747 5.83135 4.66476 -0.189 0.030 -0.441
H 0.36817 4.76365 5.99718 -0.213 0.017 0.087
H 2.44794 5.23095 4.18079 0.567 -0.128 -0.334
H 1.92944 3.39765 2.76199 0.115 0.529 -0.419
H 0.69829 4.75462 2.71355 -0.053 -0.197 -0.446
H 0.59063 1.95456 4.05111 0.118 0.098 0.507
H -0.24844 2.45583 2.62860 0.212 -0.025 -0.446
H -2.74225 2.52813 5.24053 0.199 0.234 0.240
H -1.55899 1.28099 4.87002 0.131 -0.109 -0.211
H -2.56489 2.08792 3.59320 -0.006 -0.637 -0.311
C 2.82752 -3.65269 0.72917 -0.922 -0.446 -0.578
O 3.90747 -4.48373 0.43501 1.516 -1.127 -0.237
C 3.59777 -5.51482 -0.53378 0.336 -0.050 -0.076
C 4.67274 -6.63665 -0.63421 0.009 1.391 1.738
N 4.83509 -7.28789 0.69436 0.955 -0.524 -1.703
C 5.89329 -8.32695 0.60323 -1.361 -0.514 3.003
C 6.13456 -8.76989 2.10194 1.131 -0.290 -1.462
O 6.80199 -7.73771 2.79271 0.079 0.186 1.110
C 7.25064 -8.19636 4.07065 -0.366 0.376 0.324
H 2.03152 -4.27768 1.13398 -0.431 0.109 0.216
H 2.44975 -3.20500 -0.19005 -0.190 0.304 -0.106
H 3.03756 -2.85799 1.44502 0.548 -0.240 -0.042
H 3.54089 -5.04969 -1.51791 -0.312 0.062 -0.143
H 2.63437 -5.95469 -0.27596 -0.202 -0.099 -0.016
H 5.61100 -6.16137 -0.92034 0.282 0.232 -0.121
H 4.49777 -7.36951 -1.42186 -0.654 0.000 0.164
H 5.21546 -6.59923 1.32774 -0.197 0.398 0.134
H 6.86473 -8.06173 0.18603 -0.038 0.384 -0.244
H 5.47979 -9.20363 0.10467 0.103 0.034 -0.291
H 6.83785 -9.60263 2.09676 -0.003 -0.519 -0.197
H 5.24488 -9.11460 2.62896 -0.371 0.296 -0.155
H 6.45046 -8.52257 4.73504 -0.614 -0.275 -0.337
H 7.67981 -7.39152 4.66743 0.351 0.270 -0.644
H 7.94941 -9.03110 4.01567 0.218 0.010 -0.344
C -4.88435 -0.48538 2.13964 -0.053 -0.215 0.620
O -5.08451 -0.58455 0.77650 0.004 0.452 -1.814
C -3.94074 -0.85349 -0.03592 -0.672 0.212 -0.384
C -4.24647 -0.39148 -1.48539 0.146 0.646 1.744
N -4.79309 -1.47879 -2.24790 0.914 -0.410 -0.793
C -5.08685 -1.10510 -3.63306 0.753 -0.389 -0.029
C -5.47594 -2.26730 -4.51884 -1.935 -0.170 0.084
O -4.49724 -3.23874 -4.71460 1.975 0.044 -0.047
C -4.68167 -4.08602 -5.83550 -1.828 -0.127 0.165
H -4.79473 -1.49980 2.52826 0.240 0.013 0.629
H -5.75234 0.00862 2.57628 -0.143 -0.183 -0.003
H -4.02879 0.13119 2.41525 0.384 -0.155 -0.039
H -3.73561 -1.92283 -0.08622 0.056 -0.328 0.281
H -3.03357 -0.39970 0.36310 -0.044 0.315 0.094
H -3.32107 -0.00786 -1.91502 0.115 -0.131 -0.362
H -4.94695 0.44209 -1.43462 -0.021 0.291 0.080
H -5.46275 -1.99649 -1.69687 -0.509 0.117 -0.446
H -4.15299 -0.73739 -4.05826 0.174 0.366 0.130
H -5.78198 -0.26691 -3.68150 -0.388 -0.114 -0.217
H -5.89959 -1.89952 -5.45337 0.450 0.314 -0.400
H -6.35237 -2.73692 -4.07227 -0.362 -0.402 0.341
H -3.92787 -4.84401 -6.04844 0.553 0.572 0.666
H -4.90179 -3.54909 -6.75819 0.306 0.404 -0.048
H -5.59455 -4.64119 -5.61980 -0.268 -0.410 -0.188
C -3.40082 2.91756 0.50257 0.448 -0.752 0.411
O -3.77708 3.19070 -0.82178 -1.143 0.475 0.319
C -4.97508 3.98988 -0.98097 0.844 0.448 1.094
C -5.08694 4.21138 -2.43672 -0.700 0.090 0.081
N -5.48035 2.92674 -2.99845 0.313 1.043 -1.678
C -5.60059 2.97851 -4.49451 0.083 -1.014 0.668
C -4.25369 2.88777 -5.20975 -0.804 0.809 0.569
O -3.58317 1.79751 -4.66540 0.515 -0.045 0.757
C -2.17345 1.82102 -4.75609 0.815 -0.525 -0.881
H -3.20292 3.80065 1.11010 0.373 0.306 -0.255
H -2.54316 2.25132 0.40953 0.470 0.429 0.157
H -4.06902 2.32190 1.12450 -0.930 -0.091 -0.427
H -4.89313 4.95619 -0.48335 0.595 0.225 0.276
H -5.87145 3.56298 -0.53112 0.065 -0.707 -0.178
H -4.11065 4.57804 -2.75377 0.206 0.099 -0.387
H -5.80774 5.00902 -2.61650 -0.255 -0.135 -0.233
H -4.63157 2.40775 -2.82431 -0.046 -0.927 -0.036
H -6.10173 3.89013 -4.81996 -0.267 -0.117 0.115
H -6.17835 2.08698 -4.73838 -0.307 0.161 -0.347
H -3.79869 3.85242 -4.98496 0.832 -0.016 -0.083
H -4.36550 2.81075 -6.29126 -0.086 -0.067 -0.201
H -1.89228 1.22360 -5.62334 0.193 -0.104 -0.175
H -1.66143 1.36912 -3.90654 -0.512 -0.094 0.344
H -1.71049 2.79539 -4.91221 -0.475 0.389 0.149
C 2.70301 1.72256 -3.69703 0.444 -0.546 -0.577
O 3.51530 2.21276 -4.73941 1.470 0.155 -0.084
C 4.94140 2.12155 -4.45452 -0.321 0.306 -1.403
C 5.67058 2.45778 -5.78340 -0.300 0.198 0.878
N 5.46973 3.87495 -6.08920 0.307 0.076 -0.227
C 6.23434 4.38042 -7.25523 -1.046 -0.716 0.209
C 5.45631 5.40972 -8.00674 -0.157 0.717 -0.473
O 4.33178 4.79963 -8.64617 -0.023 0.910 -0.433
C 3.65524 5.61813 -9.62627 0.069 -0.641 0.421
H 1.66744 1.98281 -3.91603 0.108 0.499 0.382
H 3.12756 2.07258 -2.75610 -0.615 0.088 0.370
H 2.71146 0.63320 -3.73330 0.140 -0.287 0.333
H 5.26243 1.13640 -4.11610 -0.403 -0.380 -0.010
H 5.25378 2.83947 -3.69616 -0.245 0.241 0.142
H 5.17126 1.89924 -6.57511 0.355 -0.680 -0.081
H 6.73046 2.21319 -5.71318 0.007 -0.091 0.015
H 4.50133 3.79262 -6.36399 -0.382 1.080 -0.186
H 6.37804 3.59365 -7.99580 0.491 -0.388 -0.018
H 7.18484 4.84230 -6.98816 0.079 -0.300 0.325
H 6.12953 5.86542 -8.73283 0.072 -0.144 -0.543
H 5.21614 6.25367 -7.36009 -0.701 -0.013 0.295
H 3.00142 4.95996 -10.19848 0.043 -0.144 0.174
H 4.31425 6.09415 -10.35237 0.455 -0.019 0.162
H 3.02304 6.38971 -9.18686 0.100 0.079 0.339
C 0.62072 -3.41766 6.84506 0.512 -1.218 1.048
C 1.31466 -3.22475 5.54687 -0.136 1.634 -0.532
O 1.22544 -1.82331 5.21901 -0.009 -0.706 0.870
H 0.74499 -4.47046 7.09861 -0.523 -0.420 -0.123
H -0.43901 -3.16439 6.81472 0.219 0.127 0.119
H 1.15197 -2.99280 7.69675 -0.231 0.818 -0.184
H 0.80190 -3.82662 4.79659 0.102 -0.084 -0.300
H 2.36789 -3.50137 5.59474 0.055 -0.308 0.038
H 1.37601 -1.67243 4.28298 -0.094 -0.021 -0.523
C 0.05881 4.41135 0.07209 0.313 0.298 0.301
C -0.02812 4.06058 -1.40029 1.802 -0.955 0.904
O -0.94704 4.77181 -2.09971 -1.477 1.384 -1.132
H -0.86949 4.70536 0.56190 -0.341 -0.659 -0.051
H 0.66374 5.30955 0.19614 0.246 0.105 -0.132
H 0.58892 3.60848 0.58442 -0.239 -0.062 0.284
H -0.17068 2.99952 -1.60505 0.000 -0.374 0.432
H 0.97551 4.29419 -1.75560 -0.009 0.006 -0.603
H -1.79934 4.43253 -1.81673 -0.433 0.077 -0.094
C 3.21920 -2.43629 -3.14810 -0.741 -0.768 -0.346
C 1.81737 -3.00395 -3.46450 1.963 -0.655 1.219
O 1.10573 -2.13674 -4.19468 -1.685 1.811 -1.740
H 3.69596 -2.35223 -4.12469 0.497 0.013 0.220
H 3.69021 -3.16453 -2.48786 0.579 0.264 -0.073
H 3.18331 -1.44834 -2.68901 -0.132 -0.076 0.172
H 1.29048 -3.19799 -2.53024 -0.041 -0.664 0.282
H 1.94907 -3.88766 -4.08886 -0.055 -0.451 0.412
H 0.80992 -1.46586 -3.57499 -0.594 0.682 0.009
C -2.12154 -5.42613 2.15633 0.159 -0.451 1.341
C -0.63118 -5.71208 2.16881 0.826 0.453 -1.379
O -0.34817 -7.09292 2.20303 -0.643 -0.991 0.674
H -2.50931 -5.64188 3.15191 -0.064 -0.278 0.196
H -2.66813 -6.09361 1.49014 0.155 0.292 -0.214
H -2.35738 -4.36708 2.05199 0.203 -0.018 -0.670
H -0.08122 -5.17846 2.94397 -0.311 0.111 0.446
H -0.14481 -5.40977 1.24136 -0.330 0.854 -0.342
H 0.60264 -7.21666 2.15559 0.061 0.043 0.009
```
Forces are in eV/Å.

As for the HOMO-LUMO gap: 7.356 eV. As for the spin multiplicity: 1. The calculation puts the total energy at -4847.171624 a.u. The value obtained for the HOMO energy is -7.5 eV.